[1]
Here is a structure of composition C25H37F8N3O5 at a distorted geometry from OMol25. Energies are from ωB97M-V/def2-TZVPD.

Last column: Löwdin charge in e.
Geometry (Å):
C: 11.893 10.897 15.775  -0.01
C: 11.182 11.701 16.924  -0.56
C: 9.786 11.208 17.182  -0.33
F: 9.129 11.284 16.027  0.12
F: 9.761 9.941 17.610  0.12
F: 11.843 11.343 17.915  0.22
F: 11.359 12.986 16.704  0.12
O: 11.293 11.184 14.503  0.02
C: 12.168 11.446 13.437  -0.43
C: 11.496 11.646 12.069  -0.21
F: 12.386 11.912 11.137  0.08
F: 10.896 10.497 11.683  0.16
F: 12.736 12.644 13.821  0.03
F: 13.080 10.472 13.467  0.18
H: 11.875 9.833 16.009  0.15
H: 12.946 11.178 15.734  0.15
H: 9.260 11.784 17.943  0.18
H: 10.800 12.482 11.998  0.14
O: 15.057 11.958 8.399  0.03
C: 15.293 11.983 9.685  -0.32
O: 16.400 11.457 10.377  -0.01
C: 16.160 11.528 11.695  -0.22
C: 15.294 12.776 11.817  -0.17
C: 14.379 12.717 10.607  -0.06
H: 17.095 11.753 12.206  0.11
H: 15.814 10.595 12.140  0.10
H: 15.788 13.745 11.886  0.09
H: 14.741 12.867 12.752  0.07
H: 14.235 13.725 10.217  0.12
H: 13.483 12.112 10.739  -0.01
O: 9.097 12.770 11.120  0.09
C: 9.932 13.598 10.756  -0.41
O: 9.828 14.937 11.064  0.04
C: 11.048 15.630 10.830  -0.15
C: 11.855 14.728 9.868  -0.11
C: 11.286 13.362 10.059  -0.06
H: 11.538 15.901 11.765  0.07
H: 10.980 16.619 10.378  0.13
H: 12.919 14.711 10.106  0.08
H: 11.779 14.963 8.806  0.13
H: 11.995 12.694 10.548  -0.11
H: 11.090 12.844 9.120  0.15
C: 13.270 10.019 9.643  -0.10
C: 14.130 8.837 9.271  -0.20
C: 15.615 8.940 9.736  -0.13
C: 15.532 8.417 11.092  -0.24
N: 15.352 8.052 12.230  0.14
H: 13.181 10.106 10.726  0.08
H: 12.332 10.013 9.088  0.10
H: 13.635 10.949 9.208  0.04
H: 14.184 8.890 8.184  0.12
H: 13.645 7.927 9.624  0.12
H: 16.064 9.932 9.757  0.08
H: 16.074 8.095 9.222  0.13
C: 18.393 9.495 12.536  -0.07
C: 19.533 9.142 13.596  -0.21
C: 20.853 9.914 13.464  -0.20
C: 21.532 9.743 12.154  -0.22
N: 22.150 9.787 11.137  0.12
H: 17.585 8.775 12.406  0.03
H: 18.894 9.754 11.603  0.07
H: 17.894 10.440 12.746  0.03
H: 19.820 8.090 13.612  0.10
H: 19.061 9.358 14.555  0.10
H: 21.694 9.655 14.108  0.11
H: 20.753 10.974 13.700  0.12
C: 12.339 15.168 16.155  -0.08
C: 11.774 15.719 14.815  -0.20
C: 12.054 14.889 13.548  -0.15
C: 13.487 14.766 13.157  -0.12
N: 14.547 14.656 12.781  0.15
H: 12.036 15.540 17.134  0.08
H: 13.408 14.959 16.179  0.08
H: 11.959 14.147 16.121  0.01
H: 12.047 16.774 14.822  0.10
H: 10.684 15.700 14.837  0.11
H: 11.479 15.305 12.720  0.05
H: 11.695 13.885 13.773  0.10

* LUMO: 0.44 eV
* energy relative to the best compared isomer or geometry (same formula, charge and spin): 15.2719 eV



[2]
Here is a structure of composition C25H37IrN7O at a distorted geometry from OMol25. Energies are from ωB97M-V/def2-TZVPD.

Last column: Löwdin charge in e.
Geometry (Å):
Ir: -1.214 1.036 -0.626  1.44
C: -4.369 -0.628 2.169  0.04
C: -3.352 -0.341 1.127  -0.22
N: -3.010 0.814 0.705  -0.03
C: -3.652 2.064 1.031  -0.16
C: -3.911 2.796 -0.288  -0.13
N: -2.751 2.717 -1.198  -0.12
C: -1.985 3.960 -1.342  -0.17
C: -0.842 3.703 -2.278  -0.15
N: 0.030 2.636 -1.723  -0.13
C: 0.828 1.955 -2.766  -0.16
C: 0.027 0.885 -3.466  -0.17
N: -0.521 -0.003 -2.463  -0.03
C: -0.794 -1.237 -2.672  -0.22
C: -0.528 -1.942 -3.955  0.04
C: -1.486 -1.905 -1.550  -0.17
C: -1.770 -3.261 -1.456  0.07
C: -2.530 -3.708 -0.382  0.05
C: -3.041 -2.798 0.534  0.07
C: -2.725 -1.453 0.379  -0.17
N: -1.931 -1.055 -0.617  0.03
H: -4.579 0.232 2.799  0.10
H: -4.041 -1.448 2.807  0.11
H: -5.303 -0.952 1.696  0.14
H: -3.014 2.654 1.694  0.13
H: -4.616 1.928 1.525  0.14
H: -4.144 3.836 -0.057  0.15
H: -4.779 2.354 -0.776  0.15
H: -3.049 2.406 -2.117  0.13
H: -1.622 4.273 -0.360  0.13
H: -2.610 4.770 -1.728  0.16
H: -0.275 4.622 -2.442  0.16
H: -1.217 3.376 -3.249  0.14
H: 0.687 3.064 -1.075  0.13
H: 1.689 1.493 -2.282  0.13
H: 1.195 2.674 -3.502  0.15
H: 0.682 0.376 -4.175  0.14
H: -0.803 1.312 -4.039  0.15
H: -0.837 -1.327 -4.802  0.12
H: -1.052 -2.891 -4.011  0.10
H: 0.541 -2.139 -4.082  0.13
H: -1.426 -3.972 -2.194  0.14
H: -2.762 -4.760 -0.274  0.15
H: -3.698 -3.131 1.325  0.14
C: 3.729 -2.261 -0.367  -0.02
C: 4.291 -1.106 0.482  -0.15
N: 4.148 -1.390 1.889  0.08
C: 5.042 -2.357 2.458  -0.13
C: 4.435 -3.603 3.135  0.00
C: 3.236 -0.735 2.763  -0.28
O: 3.349 -0.934 3.942  0.22
C: 2.208 0.280 2.304  -0.07
C: 2.061 1.353 3.189  0.07
C: 1.122 2.333 2.932  0.03
C: 0.331 2.209 1.806  -0.11
N: 0.410 1.153 0.984  -0.07
C: 1.332 0.202 1.221  -0.06
H: 3.761 -1.967 -1.415  0.10
H: 2.703 -2.506 -0.089  0.07
H: 4.334 -3.159 -0.255  0.10
H: 3.818 -0.158 0.246  0.12
H: 5.357 -1.007 0.261  0.16
H: 5.564 -1.844 3.292  0.18
H: 5.787 -2.625 1.713  0.15
H: 3.575 -3.371 3.754  0.08
H: 5.189 -4.075 3.760  0.11
H: 4.169 -4.335 2.369  0.09
H: 2.681 1.402 4.076  0.15
H: 0.995 3.181 3.591  0.14
H: -0.387 2.980 1.562  0.11
H: 1.321 -0.645 0.549  0.11

* LUMO (spin up / spin down): -12.70 / -14.18 eV
* charge: +4
* multiplicity: 2



[3]
Here is a structure of composition C25H37MoN8O4PS3SbSe at a distorted geometry from OMol25. Energies are from ωB97M-V/def2-TZVPD.

Last column: Löwdin charge in e.
Geometry (Å):
Mo: 0.326 2.003 1.596  1.16
S: -0.476 6.852 3.466  -0.50
Sb: -1.011 4.622 3.344  0.18
S: -0.875 4.008 0.943  -0.14
S: 1.202 3.426 3.311  -0.10
N: -0.890 1.767 5.433  0.00
N: -1.512 0.629 4.890  -0.03
C: -1.592 0.463 3.517  -0.71
O: -1.998 -0.628 3.102  -0.02
O: -1.290 1.480 2.789  -0.33
H: 0.122 1.742 5.314  0.01
H: -1.141 1.838 6.408  0.07
H: -1.381 -0.258 5.358  0.12
N: -0.244 1.036 0.152  -0.34
P: -0.739 0.197 -1.102  0.67
N: -1.914 -0.935 -0.739  -0.17
C: -1.557 -2.015 0.216  -0.21
C: -2.630 -3.092 0.168  -0.19
C: -3.962 -2.500 0.615  -0.21
C: -4.303 -1.308 -0.272  -0.19
C: -3.171 -0.290 -0.282  -0.20
N: -1.458 1.229 -2.178  -0.20
C: -1.876 0.679 -3.467  -0.21
C: -2.713 1.705 -4.216  -0.20
C: -1.878 2.950 -4.540  -0.20
C: -0.929 3.295 -3.377  -0.17
C: -1.414 2.688 -2.070  -0.25
N: 0.371 -0.594 -2.054  -0.19
C: 1.569 0.226 -2.354  -0.20
C: 2.846 -0.572 -2.161  -0.19
C: 2.878 -1.780 -3.107  -0.19
C: 1.462 -2.326 -3.347  -0.18
C: 0.569 -2.042 -2.148  -0.22
H: -1.504 -1.595 1.223  0.09
H: -0.584 -2.419 -0.023  0.08
H: -2.337 -3.926 0.810  0.11
H: -2.718 -3.470 -0.859  0.11
H: -3.854 -2.148 1.645  0.11
H: -4.762 -3.247 0.591  0.10
H: -5.212 -0.814 0.081  0.11
H: -4.487 -1.650 -1.298  0.11
H: -3.028 0.125 0.722  0.12
H: -3.407 0.528 -0.962  0.10
H: -2.448 -0.237 -3.298  0.11
H: -1.005 0.401 -4.077  0.11
H: -3.572 1.978 -3.598  0.11
H: -3.104 1.255 -5.131  0.10
H: -2.543 3.790 -4.752  0.10
H: -1.301 2.769 -5.451  0.10
H: -0.844 4.375 -3.251  0.11
H: 0.077 2.918 -3.580  0.11
H: -2.400 3.088 -1.806  0.11
H: -0.753 2.959 -1.250  -0.01
H: 1.579 1.105 -1.707  0.08
H: 1.507 0.586 -3.391  0.11
H: 2.888 -0.897 -1.120  0.09
H: 3.700 0.085 -2.326  0.07
H: 3.514 -2.560 -2.681  0.10
H: 3.326 -1.494 -4.063  0.10
H: 1.485 -3.402 -3.539  0.10
H: 1.017 -1.850 -4.226  0.11
H: 1.034 -2.449 -1.246  0.10
H: -0.408 -2.510 -2.279  0.11
O: 1.476 -1.103 0.657  0.02
C: 1.844 -0.776 1.775  -0.41
N: 1.429 0.285 2.553  0.02
C: 2.090 0.188 3.783  -0.43
O: 1.876 0.796 4.817  0.01
C: 3.094 -0.939 3.714  -0.09
C: 4.025 -1.385 4.629  -0.01
C: 4.792 -2.488 4.258  -0.09
C: 4.609 -3.112 3.020  -0.09
C: 3.659 -2.648 2.114  -0.01
C: 2.921 -1.547 2.496  -0.09
H: 4.149 -0.891 5.584  0.11
H: 5.545 -2.869 4.937  0.09
H: 5.218 -3.972 2.765  0.09
H: 3.502 -3.116 1.150  0.11
Se: 4.476 2.813 -1.083  0.41
C: 3.005 2.567 -0.089  -0.89
N: 2.048 2.409 0.552  -0.15

* LUMO (spin up / spin down): 4.03 / 4.03 eV
* energy relative to the best compared isomer or geometry (same formula, charge and spin): 0.3595 eV
* charge: -2
* multiplicity: 2